[1]
This record from the OMol25 dataset describes 6 unconnected molecules or ions with the total composition C24H63N3O9 at a distorted geometry. The level of theory is wB97M-V/def2-TZVPD.

Output
SMILES: COCCNCCOC.COCCNCCOC.COCCNCCOC.CCO.CCO.CCO
Kohn-Sham gap: 9.0 eV
M: 537.780 Da
Energy above the lowest of the compared OMol25 structures with the same formula, charge and spin: 6.375 eV
Lowest unoccupied orbital energy: 0.0173 hartree

Structure (ORCA input):
```
! wB97M-V def2-TZVPD RIJCOSX def2/J DEFGRID3
* xyz 0 1
C 18.98 -11.28 -6.94
O 17.90 -12.18 -6.74
C 16.91 -11.70 -5.96
C 15.61 -12.43 -6.14
N 14.70 -11.79 -5.19
C 13.48 -12.48 -5.07
C 12.72 -11.73 -4.00
O 12.58 -10.50 -4.07
C 11.47 -9.99 -3.25
H 19.88 -11.67 -7.43
H 19.35 -10.89 -5.98
H 18.64 -10.47 -7.54
H 16.80 -10.63 -6.08
H 17.30 -11.75 -4.99
H 15.75 -13.50 -6.06
H 15.20 -12.26 -7.14
H 14.36 -10.97 -5.63
H 13.48 -13.52 -4.73
H 12.94 -12.44 -6.01
H 13.01 -12.01 -3.01
H 11.69 -12.08 -4.16
H 11.52 -8.88 -3.23
H 11.53 -10.32 -2.15
H 10.53 -10.31 -3.66
C 23.31 -3.63 -10.65
O 22.51 -4.52 -9.88
C 23.12 -5.10 -8.74
C 22.09 -5.00 -7.65
N 22.28 -6.10 -6.70
C 23.41 -5.89 -5.78
C 23.62 -7.19 -5.06
O 24.32 -7.24 -4.05
C 25.59 -6.56 -4.08
H 24.19 -4.15 -10.92
H 23.54 -2.82 -9.98
H 22.78 -3.35 -11.57
H 24.02 -4.62 -8.33
H 23.34 -6.11 -9.08
H 21.10 -5.00 -8.02
H 22.24 -4.05 -7.16
H 22.33 -7.00 -7.21
H 23.09 -5.06 -5.11
H 24.33 -5.66 -6.35
H 24.12 -7.88 -5.75
H 22.66 -7.75 -4.81
H 26.14 -6.86 -3.23
H 25.51 -5.48 -4.04
H 26.26 -6.89 -4.88
C 16.07 -4.55 -2.01
O 16.47 -5.76 -1.39
C 17.61 -6.36 -2.04
C 18.05 -7.50 -1.22
N 19.19 -8.36 -1.62
C 18.72 -9.48 -2.43
C 19.87 -10.21 -3.02
O 20.56 -10.94 -2.32
C 21.43 -11.76 -2.98
H 16.88 -3.86 -2.03
H 15.34 -3.95 -1.46
H 15.74 -4.76 -3.04
H 18.36 -5.61 -2.09
H 17.23 -6.62 -3.02
H 17.14 -8.15 -1.04
H 18.18 -6.97 -0.21
H 19.85 -7.81 -2.17
H 18.12 -9.15 -3.28
H 18.11 -10.12 -1.87
H 20.48 -9.54 -3.62
H 19.40 -10.88 -3.81
H 22.36 -11.26 -3.15
H 21.08 -12.04 -3.93
H 21.60 -12.62 -2.42
C 22.31 -10.44 -6.42
C 22.00 -9.78 -7.66
O 22.78 -8.72 -7.97
H 23.38 -10.72 -6.35
H 21.77 -11.39 -6.37
H 22.00 -9.85 -5.55
H 20.92 -9.64 -7.80
H 22.15 -10.51 -8.46
H 22.34 -8.54 -8.77
C 19.69 -7.58 -9.24
C 20.57 -7.58 -10.40
O 21.39 -8.70 -10.37
H 19.05 -8.49 -9.23
H 19.01 -6.70 -9.24
H 20.20 -7.58 -8.31
H 21.14 -6.67 -10.43
H 20.00 -7.50 -11.34
H 20.81 -9.39 -10.77
C 19.52 -7.64 -5.79
C 19.40 -6.31 -5.26
O 20.54 -5.91 -4.60
H 18.74 -7.78 -6.58
H 19.30 -8.32 -4.99
H 20.52 -7.71 -6.25
H 18.46 -6.19 -4.68
H 19.26 -5.59 -6.13
H 21.24 -5.80 -5.27
*
```



[2]
This record from the OMol25 dataset describes a molecular structure, C24H64AsF6O25S8V at a distorted geometry. The level of theory is wB97M-V/def2-TZVPD.

Output
Kohn-Sham gap (spin up / spin down): 7.0 / 7.5 eV
M: 1249.141 Da
Energy above the lowest of the compared OMol25 structures with the same formula, charge and spin: 3.395 eV
Expectation value of S²: 0.79
Lowest unoccupied orbital energy (spin up / spin down): -0.2041 / -0.1864 hartree

Structure (ORCA input):
```
! wB97M-V def2-TZVPD RIJCOSX def2/J DEFGRID3
* xyz 1 2
O 0.21 3.13 0.80
V 1.69 2.95 1.22
As 1.31 -0.68 0.23
F 2.98 -1.24 0.18
F 1.53 0.25 -1.24
F -0.33 -0.16 0.27
F 1.10 -1.46 1.75
F 1.73 0.89 1.05
F 0.89 -2.07 -0.74
O 4.08 -5.40 -4.09
S 4.28 -4.10 -3.53
O 5.46 -3.36 -3.87
O 2.90 -3.26 -3.81
C 2.89 -1.84 -3.81
C 1.45 -1.35 -3.81
C 4.08 -4.29 -1.72
H 3.45 -1.31 -4.59
H 3.42 -1.57 -2.89
H 1.00 -1.75 -4.72
H 1.25 -0.29 -3.66
H 0.85 -1.79 -3.02
H 5.05 -4.59 -1.32
H 3.32 -5.04 -1.52
H 3.82 -3.30 -1.34
O -4.06 -4.80 -0.32
S -3.11 -3.89 -0.90
O -2.73 -2.63 -0.31
O -1.81 -4.72 -1.53
C -0.95 -4.19 -2.50
C 0.39 -4.95 -2.59
C -3.77 -3.44 -2.56
H -0.70 -3.15 -2.26
H -1.41 -4.19 -3.50
H 1.00 -4.50 -1.81
H 0.94 -4.79 -3.51
H 0.23 -6.00 -2.38
H -3.84 -4.33 -3.19
H -3.14 -2.72 -3.08
H -4.76 -3.03 -2.36
O 0.24 2.51 -1.74
S -0.11 2.61 -3.13
O 0.93 2.70 -4.12
O -0.97 1.34 -3.58
C -1.27 1.18 -4.95
C -2.30 0.02 -5.06
C -1.28 4.00 -3.29
H -0.35 0.94 -5.49
H -1.68 2.07 -5.44
H -2.11 -0.44 -6.03
H -3.31 0.41 -5.02
H -2.01 -0.76 -4.36
H -1.98 3.85 -2.46
H -1.73 4.01 -4.28
H -0.73 4.91 -3.09
O -4.61 2.70 -1.76
S -3.88 2.14 -0.67
O -2.54 2.56 -0.37
O -4.75 2.29 0.72
C -6.18 1.95 0.69
C -7.03 2.69 -0.33
C -3.86 0.31 -0.77
H -6.39 2.26 1.71
H -6.38 0.88 0.56
H -6.67 3.71 -0.44
H -8.05 2.78 0.04
H -7.05 2.26 -1.32
H -2.84 -0.03 -0.91
H -4.44 0.04 -1.66
H -4.22 -0.23 0.10
O 3.68 2.47 2.19
S 5.09 2.66 2.52
O 5.76 3.92 2.33
O 5.31 2.21 4.07
C 4.92 0.91 4.54
C 3.52 0.90 5.11
C 6.14 1.44 1.67
H 5.58 0.66 5.37
H 5.04 0.14 3.78
H 3.30 1.80 5.70
H 3.39 0.08 5.82
H 2.72 0.88 4.36
H 7.07 1.46 2.23
H 6.29 1.86 0.67
H 5.65 0.47 1.66
O 5.21 3.76 -1.42
S 3.89 3.24 -1.61
O 3.18 2.74 -0.44
O 2.95 4.37 -2.28
C 3.42 4.90 -3.53
C 3.47 6.45 -3.33
C 3.84 1.87 -2.85
H 2.74 4.84 -4.38
H 4.42 4.52 -3.71
H 2.42 6.73 -3.22
H 3.59 6.93 -4.31
H 4.13 6.73 -2.52
H 2.85 1.43 -2.87
H 4.53 1.12 -2.46
H 4.13 2.29 -3.81
O 0.65 1.87 3.02
S -0.34 1.21 3.83
O -0.07 -0.02 4.54
O -0.92 2.34 4.84
C -0.70 2.03 6.23
C -1.30 3.20 7.02
C -1.94 0.99 2.90
H 0.35 1.88 6.47
H -1.20 1.13 6.58
H -0.81 4.15 6.76
H -1.22 3.08 8.09
H -2.31 3.39 6.67
H -1.99 -0.09 2.76
H -1.93 1.45 1.91
H -2.80 1.31 3.48
O -3.46 -1.97 2.72
S -2.78 -2.97 3.51
O -2.66 -2.86 4.94
O -3.44 -4.42 3.21
C -3.43 -5.42 4.22
C -4.70 -5.38 5.07
C -1.11 -3.30 2.81
H -2.59 -5.42 4.91
H -3.34 -6.37 3.68
H -5.48 -5.08 4.36
H -4.56 -4.68 5.89
H -4.97 -6.35 5.47
H -0.93 -4.36 2.98
H -0.45 -2.81 3.52
H -0.92 -3.02 1.78
*
```



[3]
This record from the OMol25 dataset describes 6 unconnected molecules or ions with the total composition C24H64BF4NO16P4 at a distorted geometry. The level of theory is wB97M-V/def2-TZVPD.

Output
Kohn-Sham gap: 10.5 eV
M: 833.467 Da
Lowest unoccupied orbital energy: 0.0128 hartree

Structure (ORCA input):
```
! wB97M-V def2-TZVPD RIJCOSX def2/J DEFGRID3
* xyz 0 1
N 26.25 21.46 -0.92
H 26.77 22.07 -0.26
H 25.46 21.19 -0.32
H 26.84 20.65 -1.14
H 25.97 21.91 -1.79
B 24.77 19.31 1.11
F 26.01 19.06 0.45
F 23.96 18.19 1.11
F 25.03 19.75 2.41
F 24.14 20.36 0.35
C 22.76 24.27 -3.38
C 23.79 25.30 -3.05
O 25.01 24.66 -2.56
P 26.16 24.18 -3.50
O 26.48 22.76 -3.42
O 25.74 24.67 -4.94
C 26.54 24.59 -6.12
C 27.90 25.26 -6.04
O 27.37 25.13 -3.12
C 28.22 24.66 -2.04
C 29.33 25.70 -1.80
H 23.16 23.72 -4.25
H 22.48 23.60 -2.58
H 21.84 24.70 -3.79
H 24.06 25.97 -3.86
H 23.48 25.95 -2.23
H 26.69 23.55 -6.42
H 25.93 24.92 -6.96
H 28.54 24.69 -5.36
H 28.34 25.13 -7.03
H 27.91 26.32 -5.83
H 27.66 24.58 -1.10
H 28.61 23.69 -2.33
H 30.26 25.11 -1.77
H 29.41 26.47 -2.55
H 29.23 26.09 -0.79
C 28.20 16.95 -0.85
C 29.28 17.92 -0.43
O 30.00 18.34 -1.64
P 29.64 19.79 -2.09
O 28.22 20.12 -2.08
O 30.36 20.76 -1.06
C 31.74 21.10 -1.16
C 31.86 22.60 -0.93
O 30.41 19.96 -3.45
C 29.85 20.95 -4.32
C 30.81 21.31 -5.43
H 28.60 16.28 -1.61
H 27.89 16.42 0.05
H 27.32 17.45 -1.24
H 28.86 18.75 0.14
H 30.04 17.44 0.19
H 32.40 20.41 -0.62
H 32.12 20.94 -2.17
H 32.87 22.94 -0.70
H 31.55 23.06 -1.87
H 31.18 22.93 -0.15
H 28.87 20.68 -4.72
H 29.65 21.89 -3.78
H 30.42 22.20 -5.94
H 31.74 21.72 -5.01
H 31.02 20.50 -6.12
C 31.19 24.85 2.79
C 29.84 24.58 3.43
O 28.85 24.33 2.44
P 27.97 23.04 2.33
O 27.78 22.54 0.97
O 28.69 22.00 3.27
C 28.19 20.63 3.30
C 29.39 19.73 3.40
O 26.62 23.41 3.05
C 25.34 22.76 2.75
C 24.36 23.84 2.39
H 31.26 25.83 2.31
H 31.95 24.85 3.57
H 31.36 24.07 2.06
H 30.04 23.69 4.04
H 29.56 25.34 4.15
H 27.54 20.48 4.16
H 27.55 20.46 2.43
H 30.11 20.07 4.15
H 29.17 18.67 3.34
H 30.09 19.94 2.57
H 25.45 22.06 1.93
H 25.09 22.19 3.65
H 24.02 24.45 3.22
H 24.70 24.44 1.55
H 23.46 23.36 1.99
C 25.66 19.57 -4.87
C 24.72 20.12 -5.96
O 23.44 19.54 -6.09
P 22.52 18.94 -4.95
O 21.10 18.82 -5.25
O 23.24 17.57 -4.58
C 22.65 16.29 -4.82
C 23.50 15.53 -5.80
O 22.91 19.89 -3.74
C 22.53 19.52 -2.43
C 21.05 19.59 -2.11
H 26.70 19.72 -5.13
H 25.48 20.15 -3.96
H 25.40 18.57 -4.54
H 24.72 21.21 -5.86
H 25.24 19.96 -6.91
H 22.58 15.80 -3.84
H 21.62 16.36 -5.17
H 23.34 15.96 -6.80
H 24.57 15.54 -5.59
H 23.28 14.46 -5.82
H 22.95 18.56 -2.06
H 23.04 20.13 -1.69
H 20.61 20.43 -2.64
H 20.47 18.68 -2.27
H 20.91 19.76 -1.04
*
```



[4]
This record from the OMol25 dataset describes a molecular structure, C24H64BGaN4O10P at a distorted geometry. The level of theory is wB97M-V/def2-TZVPD.

Output
Kohn-Sham gap: 5.2 eV
M: 680.303 Da
Lowest unoccupied orbital energy: 0.0855 hartree

Structure (ORCA input):
```
! wB97M-V def2-TZVPD RIJCOSX def2/J DEFGRID3
* xyz -1 1
C -4.53 2.81 -1.52
C -4.02 1.48 -2.15
O -4.68 0.30 -1.72
C -4.87 0.25 -0.32
C -3.57 0.37 0.53
O -2.65 -0.67 0.29
C -1.52 -0.27 -0.51
Ga 0.27 -1.18 0.05
B 1.70 0.38 0.06
C 2.48 0.75 -1.31
O 2.02 1.19 1.20
P 0.89 -2.63 -1.73
N 2.69 -2.72 -1.83
O 0.47 -1.83 -3.19
H -5.60 2.79 -1.24
H -4.36 3.61 -2.27
H -3.89 3.09 -0.66
H -4.22 1.55 -3.24
H -2.92 1.45 -2.05
H -5.67 0.93 0.04
H -5.25 -0.77 -0.12
H -3.91 0.26 1.58
H -3.12 1.38 0.47
H -1.74 -0.62 -1.56
H -1.37 0.82 -0.58
H 0.16 -1.94 1.45
H 1.72 0.93 -2.10
H 3.15 -0.06 -1.65
H 3.01 1.71 -1.15
H 2.33 0.66 1.93
H 2.95 -3.47 -1.20
H 2.84 -3.09 -2.76
H -0.11 -1.08 -3.03
C 6.78 7.12 -1.70
O 6.00 7.45 -2.83
C 6.49 6.96 -4.08
C 5.84 5.65 -4.52
N 6.26 4.50 -3.74
C 5.37 3.32 -3.78
C 3.85 3.45 -3.66
O 3.32 3.75 -2.38
C 3.62 5.03 -1.88
H 6.49 7.78 -0.89
H 6.60 6.10 -1.36
H 7.85 7.24 -1.90
H 7.59 6.90 -4.07
H 6.21 7.72 -4.82
H 6.12 5.48 -5.57
H 4.76 5.81 -4.49
H 6.42 4.76 -2.78
H 5.71 2.65 -2.98
H 5.58 2.80 -4.72
H 3.44 2.47 -3.90
H 3.43 4.13 -4.41
H 3.47 5.81 -2.63
H 4.64 5.04 -1.50
H 2.97 5.23 -1.04
C -2.31 -4.58 0.05
O -1.56 -5.32 -0.89
C -1.52 -6.72 -0.66
C -2.56 -7.49 -1.47
N -3.92 -7.30 -1.00
C -4.99 -7.60 -1.96
C -4.91 -7.14 -3.43
O -5.12 -5.77 -3.69
C -4.12 -4.89 -3.20
H -2.03 -3.53 -0.04
H -3.38 -4.63 -0.15
H -2.12 -4.91 1.08
H -1.57 -6.95 0.41
H -0.54 -7.05 -1.01
H -2.32 -8.56 -1.41
H -2.43 -7.19 -2.51
H -4.05 -6.36 -0.66
H -5.92 -7.19 -1.54
H -5.11 -8.69 -1.97
H -5.73 -7.64 -3.95
H -3.99 -7.49 -3.92
H -3.11 -5.24 -3.43
H -4.26 -4.74 -2.13
H -4.25 -3.92 -3.67
C -0.55 -0.03 3.55
O 0.67 -0.13 4.25
C 1.29 1.10 4.58
C 0.98 1.59 5.99
N -0.39 2.05 6.16
C -0.91 2.09 7.54
C -0.67 0.93 8.52
O -1.41 -0.26 8.32
C -1.09 -0.98 7.14
H -0.78 -1.00 3.10
H -1.39 0.21 4.21
H -0.51 0.72 2.76
H 1.07 1.86 3.82
H 2.36 0.91 4.54
H 1.66 2.41 6.23
H 1.22 0.76 6.67
H -1.02 1.51 5.59
H -1.99 2.23 7.46
H -0.51 2.99 8.00
H -0.99 1.29 9.50
H 0.40 0.69 8.63
H -0.02 -1.10 7.01
H -1.56 -0.51 6.28
H -1.53 -1.98 7.23
*
```